<1>
The following is a DFT calculation (wB97M-V/def2-TZVPD) of a 2-piece molecular cluster, CH6NO overall.

Structure (XYZ):
```
9
CH6NO | the Open Molecules 2025 dataset | wB97M-V/def2-TZVPD
O 2.211 -0.157 -0.689
H 2.587 0.642 -1.079
C -1.420 0.420 0.888
N -0.878 -0.469 -0.149
H -0.609 0.732 1.548
H -1.891 1.281 0.402
H -2.121 -0.105 1.556
H 0.137 -0.409 -0.123
H -1.266 -0.259 -1.051
```

Computed properties:
Molecular weight, g mol⁻¹: 48.065
Total charge: -1
Kohn-Sham gap, eV: 6.72
HOMO energy, eV: -2.3

Results of the Löwdin charge analysis, in e, for atoms 1 through 8:
1 O -0.65
2 H -0.22
3 C -0.23
4 N -0.08
5 H 0.06
6 H 0.05
7 H 0.04
8 H -0.01

---

<2>
The following is a DFT calculation (wB97M-V/def2-TZVPD) of a 2-piece molecular cluster, CH6NO overall.

Structure (XYZ):
```
9
CH6NO | the Open Molecules 2025 dataset | wB97M-V/def2-TZVPD
O -0.206 0.418 2.367
H -0.424 1.375 2.010
C -0.027 0.246 -1.724
N 0.302 -0.923 -0.708
H 0.820 0.906 -1.634
H -0.896 0.769 -1.164
H -0.204 -0.146 -2.676
H 0.982 -0.413 -0.106
H -0.580 -0.846 -0.061
```

Computed properties:
Molecular weight, g mol⁻¹: 48.065
Total charge: -1
Kohn-Sham gap, eV: 6.59
HOMO energy, eV: -2.3

Results of the Löwdin charge analysis, in e, for atoms 1 through 8:
1 O -0.73
2 H -0.17
3 C -0.18
4 N -0.12
5 H 0.04
6 H 0.08
7 H 0.01
8 H 0.02

---

Which structure is most stable, and how do the rest compare? From most to least stable: <1>, <2>.

---

<1>
The following is a DFT calculation (wB97M-V/def2-TZVPD) of C8H19NO as an isolated structure.

Structure (XYZ):
```
29
C8H19NO | the Open Molecules 2025 dataset | wB97M-V/def2-TZVPD
C -1.053 -0.489 0.024
C 1.426 0.224 0.070
C -0.404 0.616 0.637
C -1.357 -0.470 -1.440
C -1.054 -1.832 0.699
C 1.703 1.318 -0.946
C 2.187 0.469 1.363
C 1.801 -1.133 -0.499
N -3.158 1.370 0.114
O -2.565 0.383 0.931
H -3.249 2.233 0.651
H -4.104 1.054 -0.101
H -0.584 1.589 0.196
H -0.309 0.571 1.715
H -0.505 -0.217 -2.067
H -1.772 -1.410 -1.802
H -2.097 0.317 -1.629
H -2.091 -2.163 0.766
H -0.532 -2.587 0.115
H -0.657 -1.786 1.711
H 1.486 2.308 -0.545
H 2.760 1.307 -1.236
H 1.113 1.183 -1.854
H 1.944 -0.284 2.115
H 1.975 1.454 1.779
H 3.268 0.415 1.189
H 1.654 -1.940 0.217
H 1.300 -1.354 -1.441
H 2.873 -1.149 -0.731
```

Computed properties:
Molecular weight, g mol⁻¹: 145.246
Kohn-Sham gap, eV: 8.21
HOMO energy, eV: -7.4

Results of the Löwdin charge analysis, in e, for atoms 1 through 8:
1 C -0.36
2 C -0.47
3 C -0.05
4 C -0.03
5 C -0.03
6 C -0.09
7 C -0.10
8 C -0.08

---

<2>
The following is a DFT calculation (wB97M-V/def2-TZVPD) of a 3-piece molecular cluster, C8H19NO overall.

Structure (XYZ):
```
29
C8H19NO | the Open Molecules 2025 dataset | wB97M-V/def2-TZVPD
C 0.346 -0.962 0.353
C 0.869 0.353 0.242
C -1.288 -0.327 -0.870
C -0.334 -1.505 1.576
C 1.709 0.766 -0.942
C 0.329 1.522 1.017
C -2.411 0.325 -0.101
C -1.065 0.293 -2.227
N 2.426 -0.170 1.508
O 0.911 -1.990 -0.339
H 1.436 -1.660 -1.078
H -1.462 -1.398 -0.977
H 2.765 -1.122 1.355
H 2.053 -0.176 2.458
H 0.383 -2.112 2.125
H -0.706 -0.724 2.230
H -1.161 -2.148 1.275
H 1.954 -0.034 -1.641
H -0.208 2.205 0.358
H 2.646 1.154 -0.545
H 1.229 1.560 -1.511
H 1.182 2.065 1.425
H -0.318 1.235 1.840
H -2.256 1.397 0.024
H -0.896 1.370 -2.165
H -2.565 -0.120 0.881
H -3.356 0.212 -0.650
H -0.247 -0.175 -2.776
H -1.964 0.168 -2.846
```

Computed properties:
Molecular weight, g mol⁻¹: 145.246
Kohn-Sham gap (spin up / spin down), eV: 7.67 / 7.67
HOMO energy (spin up / spin down), eV: -7.0 / -7.0

Results of the Löwdin charge analysis, in e, for atoms 1 through 8:
1 C -0.45
2 C -0.34
3 C -0.26
4 C -0.02
5 C -0.05
6 C -0.04
7 C -0.11
8 C -0.11

---

Which structure is most stable, and how do the rest compare? From most to least stable: <2>, <1>.

---

<1>
The following is a DFT calculation (wB97M-V/def2-TZVPD) of H20O10Xe as an isolated structure.

Structure (XYZ):
```
31
H20O10Xe | the Open Molecules 2025 dataset | wB97M-V/def2-TZVPD
Xe 11.095 -10.119 7.936
O 12.872 -12.851 8.661
H 12.946 -12.140 8.024
H 12.103 -13.347 8.378
O 9.304 -9.532 4.637
H 8.666 -10.141 5.009
H 8.804 -9.021 4.000
O 10.371 -13.570 7.579
H 10.375 -14.112 6.790
H 10.188 -14.184 8.290
O 9.545 -7.134 6.086
H 10.455 -6.998 6.351
H 9.550 -7.981 5.639
O 7.346 -7.609 7.865
H 7.071 -6.818 7.403
H 8.243 -7.761 7.569
O 14.045 -8.653 7.058
H 14.005 -9.567 6.776
H 14.377 -8.694 7.955
O 14.126 -11.518 6.308
H 13.943 -12.266 5.739
H 15.064 -11.578 6.489
O 12.048 -6.742 7.270
H 12.349 -5.926 6.870
H 12.756 -7.365 7.106
O 7.920 -12.388 8.156
H 8.774 -12.796 8.013
H 7.955 -12.068 9.058
O 10.957 -12.029 4.484
H 10.315 -12.309 3.832
H 10.515 -11.333 4.971
```

Computed properties:
Molecular weight, g mol⁻¹: 311.440
Kohn-Sham gap, eV: 10.43
HOMO energy, eV: -10.4

Results of the Löwdin charge analysis, in e, for atoms 1 through 8:
1 Xe 0.51
2 O -0.13
3 H -0.10
4 H -0.03
5 O -0.05
6 H 0.06
7 H 0.07
8 O -0.07

---

<2>
The following is a DFT calculation (wB97M-V/def2-TZVPD) of H20O10Xe as an isolated structure.

Structure (XYZ):
```
31
H20O10Xe | the Open Molecules 2025 dataset | wB97M-V/def2-TZVPD
Xe -1.327 7.259 -10.080
O 0.604 9.945 -7.865
H 0.136 10.778 -7.917
H -0.077 9.299 -7.678
O -2.381 4.302 -7.668
H -2.911 3.881 -8.346
H -2.551 3.790 -6.878
O -3.638 5.720 -12.369
H -4.039 6.510 -12.008
H -3.268 6.000 -13.206
O 0.702 4.299 -7.821
H -0.193 4.628 -7.743
H 0.964 4.101 -6.922
O 1.091 6.597 -12.566
H 0.549 7.381 -12.664
H 0.641 5.929 -13.083
O -4.512 8.275 -8.320
H -4.070 7.615 -7.785
H -5.426 8.239 -8.039
O -2.756 6.805 -6.273
H -1.942 7.305 -6.213
H -2.551 6.084 -6.868
O -4.888 8.235 -11.570
H -5.726 7.774 -11.529
H -4.690 8.454 -10.659
O -0.457 9.282 -13.435
H -1.298 8.828 -13.495
H -0.574 9.908 -12.720
O -2.101 3.338 -11.819
H -2.435 4.168 -12.159
H -2.602 3.189 -11.017
```

Computed properties:
Molecular weight, g mol⁻¹: 311.440
Kohn-Sham gap, eV: 10.53
HOMO energy, eV: -10.7

Results of the Löwdin charge analysis, in e, for atoms 1 through 8:
1 Xe 0.34
2 O -0.07
3 H 0.03
4 H -0.01
5 O -0.05
6 H 0.06
7 H 0.07
8 O -0.09

---

Which structure is most stable, and how do the rest compare? From most to least stable: <1>, <2>.

---

<1>
The following is a DFT calculation (wB97M-V/def2-TZVPD) of C39H38F3Ge2N2O3RhS2Te as an isolated structure.

Structure (XYZ):
```
91
C39H38F3Ge2N2O3RhS2Te | the Open Molecules 2025 dataset | wB97M-V/def2-TZVPD
Rh 0.506 0.633 0.569
F 3.142 1.052 5.060
C 3.751 0.035 4.433
F 3.095 -1.089 4.758
F 4.994 -0.062 4.910
C 3.751 0.242 2.940
C 4.925 0.265 2.212
C 4.888 0.411 0.826
C 3.668 0.537 0.209
N 2.537 0.536 0.928
C 2.545 0.381 2.251
S 0.922 0.362 2.857
H 5.870 0.161 2.728
H 5.795 0.424 0.239
H 3.568 0.659 -0.862
N 0.950 2.852 0.676
C 1.106 3.204 -0.731
C 0.998 2.181 -1.668
C 0.982 2.449 -3.025
C 1.074 3.770 -3.431
C 1.249 4.801 -2.508
C 1.269 4.514 -1.152
S 0.941 4.168 -5.168
O 2.265 4.585 -5.595
O -0.038 5.246 -5.232
O 0.483 2.951 -5.821
H 1.770 3.068 1.232
H 0.178 3.372 1.083
H 0.912 1.128 -1.343
H 0.859 1.675 -3.773
H 1.326 5.821 -2.865
H 1.379 5.306 -0.419
C -0.482 -4.944 -1.506
Ge -0.903 -3.057 -1.454
C -2.751 -2.715 -0.983
C -0.547 -2.162 -3.168
Ge 0.601 -1.760 0.164
C -0.156 -2.725 1.717
C -1.338 -2.282 2.322
C -1.790 -2.830 3.511
C -1.057 -3.838 4.129
C 0.102 -4.314 3.531
C 0.539 -3.777 2.326
C 2.368 -2.547 -0.109
C 2.743 -3.067 -1.348
C 4.006 -3.617 -1.536
C 4.912 -3.650 -0.486
C 4.555 -3.130 0.753
C 3.299 -2.572 0.935
H -1.047 -5.362 -2.343
H -0.788 -5.438 -0.584
H 0.581 -5.113 -1.669
H -3.395 -3.295 -1.650
H -2.976 -1.665 -1.120
H -2.971 -3.000 0.046
H -1.326 -2.423 -3.890
H 0.415 -2.461 -3.584
H -0.548 -1.081 -3.024
H -1.919 -1.489 1.863
H -2.711 -2.477 3.959
H -1.396 -4.257 5.068
H 0.667 -5.109 4.001
H 1.432 -4.175 1.862
H 2.047 -3.048 -2.179
H 4.280 -4.019 -2.504
H 5.895 -4.079 -0.632
H 5.253 -3.172 1.581
H 3.033 -2.175 1.910
Te -2.071 0.944 0.119
C -4.067 0.422 0.562
C -4.490 0.342 1.880
C -5.826 0.041 2.120
C -6.692 -0.182 1.059
C -6.239 -0.102 -0.253
C -4.910 0.202 -0.516
C -2.297 2.955 -0.458
C -2.358 3.289 -1.805
C -2.470 4.626 -2.167
C -2.525 5.608 -1.187
C -2.482 5.264 0.159
C -2.365 3.931 0.535
H -3.809 0.518 2.701
H -6.185 -0.017 3.139
H -7.730 -0.416 1.254
H -6.917 -0.278 -1.077
H -4.553 0.276 -1.535
H -2.309 2.526 -2.572
H -2.502 4.900 -3.215
H -2.606 6.648 -1.476
H -2.542 6.033 0.920
H -2.342 3.660 1.583
```

Computed properties:
Multiplicity: 2
Molecular weight, g mol⁻¹: 1079.598
Total charge: +1
Kohn-Sham gap (spin up / spin down), eV: 6.10 / 3.23
⟨S²⟩: 0.77
HOMO energy (spin up / spin down), eV: -10.1 / -10.1

Results of the Löwdin charge analysis, in e, for atoms 1 through 8:
1 Rh 0.25
2 F 0.15
3 C -0.61
4 F 0.15
5 F 0.16
6 C -0.11
7 C 0.03
8 C -0.02

---

<2>
The following is a DFT calculation (wB97M-V/def2-TZVPD) of C39H38F3Ge2N2O3RhS2Te as an isolated structure.

Structure (XYZ):
```
91
C39H38F3Ge2N2O3RhS2Te | the Open Molecules 2025 dataset | wB97M-V/def2-TZVPD
Rh -0.206 -0.206 0.711
F 2.389 3.862 -1.444
C 2.999 3.570 -0.289
F 2.314 4.185 0.690
F 4.223 4.099 -0.320
C 3.051 2.080 -0.056
C 4.246 1.422 0.143
C 4.246 0.066 0.464
C 3.043 -0.582 0.616
N 1.877 0.049 0.407
C 1.874 1.341 0.049
S 0.231 1.869 -0.176
H 5.176 1.967 0.056
H 5.169 -0.474 0.609
H 2.990 -1.622 0.894
N -2.241 -0.075 0.462
C -2.828 -0.044 -0.889
C -2.057 0.036 -2.029
C -2.666 -0.009 -3.272
C -4.039 -0.158 -3.363
C -4.818 -0.209 -2.212
C -4.211 -0.143 -0.974
S -4.781 -0.333 -4.934
O -5.395 0.938 -5.285
O -5.774 -1.388 -4.791
O -3.701 -0.697 -5.840
H -2.523 0.774 0.960
H -2.683 -0.850 0.957
H -0.983 0.117 -1.958
H -2.080 0.025 -4.179
H -5.890 -0.325 -2.296
H -4.808 -0.202 -0.073
C -0.010 -5.298 1.911
Ge 0.054 -3.373 2.007
C 1.600 -2.687 2.984
C -1.530 -2.656 2.916
Ge 0.106 -2.406 -0.295
C -1.452 -3.036 -1.256
C -1.630 -2.776 -2.620
C -2.812 -3.101 -3.265
C -3.842 -3.701 -2.553
C -3.682 -3.984 -1.205
C -2.502 -3.642 -0.558
C 1.711 -2.955 -1.217
C 2.039 -2.451 -2.478
C 3.188 -2.871 -3.130
C 4.030 -3.795 -2.525
C 3.724 -4.296 -1.270
C 2.574 -3.871 -0.616
H -0.076 -5.655 2.940
H 0.882 -5.711 1.447
H -0.882 -5.637 1.356
H 1.416 -2.786 4.056
H 1.737 -1.633 2.754
H 2.523 -3.218 2.748
H -1.413 -2.783 3.992
H -2.453 -3.149 2.615
H -1.613 -1.588 2.704
H -0.836 -2.316 -3.196
H -2.935 -2.879 -4.317
H -4.768 -3.951 -3.054
H -4.480 -4.466 -0.655
H -2.401 -3.871 0.495
H 1.400 -1.722 -2.963
H 3.428 -2.480 -4.109
H 4.925 -4.126 -3.035
H 4.380 -5.015 -0.797
H 2.354 -4.275 0.366
Te 0.396 1.233 2.986
C 0.101 0.478 4.931
C 1.147 0.722 5.816
C 1.035 0.330 7.144
C -0.120 -0.295 7.586
C -1.163 -0.535 6.701
C -1.054 -0.156 5.372
C -1.263 2.533 2.961
C -1.034 3.890 2.774
C -2.111 4.767 2.721
C -3.406 4.292 2.858
C -3.633 2.936 3.047
C -2.562 2.053 3.093
H 2.047 1.223 5.482
H 1.848 0.521 7.830
H -0.211 -0.592 8.621
H -2.067 -1.019 7.047
H -1.873 -0.356 4.700
H -0.026 4.268 2.662
H -1.932 5.823 2.575
H -4.240 4.979 2.821
H -4.643 2.565 3.161
H -2.750 0.996 3.245
```

Computed properties:
Multiplicity: 2
Molecular weight, g mol⁻¹: 1079.598
Total charge: +1
Kohn-Sham gap (spin up / spin down), eV: 5.80 / 3.79
⟨S²⟩: 0.81
HOMO energy (spin up / spin down), eV: -10.1 / -10.2

Results of the Löwdin charge analysis, in e, for atoms 1 through 8:
1 Rh 0.34
2 F 0.15
3 C -0.60
4 F 0.14
5 F 0.16
6 C -0.11
7 C 0.03
8 C -0.01

---

Which structure is most stable, and how do the rest compare? From most to least stable: <2>, <1>.

---

<1>
The following is a DFT calculation (wB97M-V/def2-TZVPD) of one molecule with the formula C2H4ClOP.

Structure (XYZ):
```
9
C2H4ClOP | the Open Molecules 2025 dataset | wB97M-V/def2-TZVPD
C -0.308 -0.186 0.774
C 0.587 0.685 -1.229
O -0.010 0.932 0.039
P -1.145 -0.054 2.315
Cl -1.279 -2.020 2.596
H -0.058 -1.225 0.472
H 1.323 -0.113 -1.309
H 1.039 1.591 -1.690
H -0.149 0.389 -1.967
```

Computed properties:
Molecular weight, g mol⁻¹: 110.480
Kohn-Sham gap, eV: 8.57
HOMO energy, eV: -8.3

Results of the Löwdin charge analysis, in e, for atoms 1 through 8:
1 C -0.53
2 C -0.11
3 O -0.22
4 P 0.46
5 Cl 0.09
6 H 0.04
7 H 0.08
8 H 0.10

---

<2>
The following is a DFT calculation (wB97M-V/def2-TZVPD) of a 2-piece molecular cluster, C2H4ClOP overall.

Structure (XYZ):
```
9
C2H4ClOP | the Open Molecules 2025 dataset | wB97M-V/def2-TZVPD
C -1.820 0.673 -0.431
C 1.166 -0.557 -0.236
O -1.071 1.279 -1.076
P 2.414 0.156 0.509
Cl -1.844 0.849 1.401
H -2.751 0.087 -0.649
H 0.484 -1.293 0.223
H 0.806 -0.319 -1.200
H 2.616 -0.874 1.460
```

Computed properties:
Molecular weight, g mol⁻¹: 110.480
Kohn-Sham gap, eV: 9.70
HOMO energy, eV: -9.4

Results of the Löwdin charge analysis, in e, for atoms 1 through 8:
1 C -0.64
2 C -0.53
3 O 0.03
4 P 0.74
5 Cl 0.50
6 H 0.10
7 H 0.01
8 H -0.04

---

Which structure is most stable, and how do the rest compare? From most to least stable: <1>, <2>.